The following is a DFT calculation (ωB97M-V with the def2-TZVPD basis set) of 16 unconnected molecules or ions with the total composition C44H128N8O16 in a non-equilibrium geometry.

Calculated values
E_LUMO = 0.498 eV
energy above the lowest of the compared OMol25 structures with the same formula, charge and spin = 700.9 kJ/mol
total charge = 0
HOMO-LUMO gap = 0.3213 Ha
HOMO level = -8.25 eV

CARTESIAN COORDINATES (ANGSTROEM)
C -0.94 -11.17 9.19
C -1.01 -12.69 9.09
O 0.09 -13.08 9.97
H -1.69 -10.73 8.52
H -0.01 -10.66 8.96
H -1.20 -10.81 10.19
H -0.83 -13.15 8.12
H -1.99 -13.03 9.43
H 0.36 -13.97 9.74
C -5.14 -10.80 2.25
C -3.77 -11.13 2.77
O -3.68 -11.42 4.14
H -5.51 -9.91 2.77
H -5.95 -11.53 2.18
H -5.07 -10.40 1.24
H -3.14 -10.23 2.78
H -3.38 -11.98 2.21
H -4.32 -12.11 4.33
C -6.46 -13.25 6.23
C -5.12 -14.02 6.34
O -4.85 -14.57 5.12
H -6.32 -12.35 5.63
H -6.72 -12.88 7.22
H -7.25 -13.94 5.94
H -5.27 -14.80 7.08
H -4.29 -13.41 6.70
H -4.23 -15.30 5.21
C -8.55 -12.14 3.50
C -9.74 -12.54 4.30
O -10.32 -11.57 5.06
H -8.62 -12.73 2.59
H -7.65 -12.34 4.08
H -8.52 -11.06 3.33
H -9.47 -13.35 4.97
H -10.53 -12.87 3.62
H -9.83 -11.28 5.83
C -13.25 -8.15 5.87
C -11.65 -8.01 6.04
C -10.83 -7.66 4.78
O -9.50 -7.19 5.14
C -8.65 -6.98 4.02
N -11.49 -6.91 7.05
H -13.83 -7.97 6.77
H -13.60 -9.07 5.39
H -13.52 -7.40 5.12
H -11.32 -9.00 6.37
H -11.28 -6.82 4.27
H -10.92 -8.56 4.17
H -7.62 -6.81 4.32
H -8.93 -6.13 3.40
H -8.53 -7.87 3.41
H -11.99 -6.18 6.56
H -10.50 -6.77 6.93
C -4.27 -9.98 14.26
C -5.44 -9.23 13.59
C -6.19 -8.41 14.72
O -7.01 -9.22 15.60
C -8.08 -9.93 14.94
N -5.02 -8.39 12.46
H -4.07 -10.79 13.56
H -4.40 -10.44 15.24
H -3.42 -9.29 14.27
H -6.02 -10.03 13.14
H -6.91 -7.74 14.25
H -5.46 -7.86 15.31
H -7.66 -10.89 14.62
H -8.34 -9.38 14.03
H -8.97 -10.03 15.55
H -4.13 -7.92 12.61
H -4.89 -8.97 11.64
C -5.38 -4.40 6.88
C -6.11 -5.32 7.95
C -5.18 -6.45 8.48
O -4.75 -7.41 7.47
C -3.61 -8.17 8.03
N -6.55 -4.45 8.97
H -5.19 -5.00 5.99
H -4.48 -3.95 7.31
H -6.08 -3.62 6.59
H -6.91 -5.86 7.45
H -5.77 -7.08 9.15
H -4.27 -6.00 8.87
H -3.00 -8.46 7.17
H -3.93 -9.09 8.51
H -2.96 -7.60 8.69
H -7.06 -3.64 8.66
H -7.16 -4.83 9.69
C -6.22 -13.41 14.90
C -5.21 -14.53 14.50
C -4.94 -15.42 15.75
O -3.78 -16.20 15.65
C -3.55 -16.94 16.95
N -5.79 -15.27 13.47
H -7.23 -13.67 15.24
H -6.51 -12.88 14.00
H -5.78 -12.62 15.51
H -4.34 -14.05 14.05
H -5.82 -15.98 16.09
H -4.70 -14.68 16.50
H -2.64 -17.54 17.02
H -4.29 -17.72 17.12
H -3.50 -16.27 17.81
H -6.66 -15.66 13.78
H -5.10 -15.97 13.23
C -7.76 -11.00 10.15
C -7.56 -9.64 9.55
C -8.53 -9.30 8.34
O -8.15 -10.12 7.22
C -6.95 -9.79 6.58
N -7.83 -8.65 10.62
H -7.30 -10.94 11.14
H -7.46 -11.73 9.40
H -8.79 -11.13 10.50
H -6.54 -9.70 9.17
H -8.48 -8.25 8.07
H -9.55 -9.45 8.70
H -6.67 -8.74 6.58
H -6.90 -10.05 5.52
H -6.21 -10.45 7.03
H -7.05 -8.69 11.26
H -8.58 -9.13 11.10
C -11.63 -12.74 8.95
C -10.48 -13.70 8.61
C -9.98 -14.41 9.90
O -9.77 -13.39 10.96
C -9.80 -14.01 12.27
N -10.82 -14.65 7.52
H -11.87 -12.22 8.02
H -11.32 -11.99 9.68
H -12.51 -13.29 9.30
H -9.63 -13.16 8.18
H -9.03 -14.92 9.73
H -10.77 -15.11 10.14
H -10.57 -14.74 12.47
H -9.69 -13.23 13.02
H -8.94 -14.67 12.37
H -11.25 -14.21 6.73
H -9.98 -15.04 7.11
C -5.56 -4.40 12.32
C -4.30 -3.85 11.60
C -3.31 -4.85 11.21
O -2.43 -5.52 12.21
C -1.24 -4.83 12.54
N -4.58 -2.97 10.46
H -5.38 -4.70 13.36
H -5.99 -5.18 11.70
H -6.27 -3.58 12.39
H -3.84 -3.18 12.33
H -2.76 -4.59 10.30
H -3.83 -5.71 10.78
H -1.55 -4.05 13.24
H -0.86 -4.29 11.67
H -0.42 -5.35 13.03
H -4.93 -3.58 9.74
H -5.38 -2.40 10.69
C -11.88 -9.16 11.33
C -10.70 -8.84 12.24
C -11.18 -8.17 13.62
O -11.75 -9.09 14.57
C -11.96 -8.36 15.88
N -10.07 -10.13 12.50
H -12.55 -9.87 11.81
H -11.67 -9.65 10.38
H -12.30 -8.19 11.07
H -9.97 -8.13 11.86
H -11.91 -7.39 13.39
H -10.34 -7.69 14.13
H -12.35 -8.99 16.68
H -12.87 -7.77 15.79
H -11.20 -7.77 16.39
H -10.72 -10.53 13.16
H -10.23 -10.75 11.72
C -9.11 -10.46 0.61
O -8.96 -9.42 -0.31
H -10.16 -10.71 0.46
H -8.55 -11.38 0.46
H -9.18 -10.13 1.64
H -9.52 -9.81 -0.98
C -0.32 -11.20 5.30
O -1.49 -11.51 5.97
H -0.28 -11.76 4.37
H -0.11 -10.13 5.18
H 0.52 -11.69 5.77
H -2.29 -11.57 5.44
C -5.32 -14.03 10.45
O -4.88 -15.27 10.79
H -5.02 -13.81 9.42
H -6.41 -14.05 10.53
H -4.81 -13.32 11.09
H -5.22 -15.31 11.68
C -9.91 -5.49 10.01
O -8.65 -5.89 10.53
H -10.74 -6.18 10.16
H -10.25 -4.48 10.24
H -9.90 -5.41 8.92
H -8.67 -6.84 10.67

***

The following is a DFT calculation (ωB97M-V with the def2-TZVPD basis set) of 4 unconnected molecules or ions with the total composition C44H27O10S in a non-equilibrium geometry.

Calculated values
E_LUMO = 0.115 eV
total charge = -1
HOMO-LUMO gap = 0.1944 Ha
HOMO level = -5.18 eV

CARTESIAN COORDINATES (ANGSTROEM)
C -2.84 -5.07 1.86
S -4.35 -4.01 1.72
O -4.30 -2.94 2.74
O -4.41 -3.44 0.36
C -5.79 -5.19 1.91
O -5.77 -6.16 1.14
O -6.71 -5.05 2.79
H -2.21 -4.69 2.71
H -3.16 -6.13 1.99
H -2.21 -4.91 0.93
C -2.83 1.94 6.07
C -3.44 1.03 5.22
C -2.70 0.00 4.65
C -1.34 -0.11 4.93
C -0.72 0.82 5.77
C -1.47 1.84 6.35
C 0.74 0.74 6.03
O 1.28 1.55 6.76
C 1.53 -0.33 5.37
C 2.90 -0.39 5.56
C 3.65 -1.39 4.97
C 3.02 -2.36 4.19
C 1.64 -2.31 3.99
C 0.90 -1.29 4.58
C -0.57 -1.22 4.33
O -1.12 -2.05 3.65
H -3.41 2.74 6.52
H -4.50 1.11 5.00
H -3.19 -0.71 3.99
H -1.00 2.55 7.01
H 3.40 0.36 6.17
H 4.72 -1.43 5.11
H 3.60 -3.15 3.73
H 1.16 -3.06 3.38
C 0.00 -5.58 -7.06
C -0.99 -6.29 -6.37
C -1.51 -5.78 -5.19
C -1.04 -4.57 -4.68
C -0.04 -3.87 -5.36
C 0.47 -4.38 -6.56
C 0.50 -2.60 -4.81
O 1.37 -1.99 -5.40
C -0.04 -2.10 -3.52
C 0.50 -0.94 -2.96
C 0.00 -0.45 -1.76
C -1.04 -1.11 -1.12
C -1.58 -2.27 -1.67
C -1.07 -2.77 -2.87
C -1.62 -4.03 -3.43
O -2.53 -4.61 -2.87
H 0.40 -5.97 -7.99
H -1.34 -7.23 -6.76
H -2.28 -6.33 -4.66
H 1.24 -3.83 -7.09
H 1.31 -0.42 -3.46
H 0.43 0.45 -1.33
H -1.44 -0.73 -0.19
H -2.39 -2.78 -1.16
C 1.94 3.13 -4.66
C 2.10 4.33 -5.35
C 2.27 5.51 -4.65
C 2.26 5.51 -3.25
C 2.07 4.31 -2.57
C 1.92 3.12 -3.27
C 2.00 4.29 -1.08
O 1.84 3.24 -0.48
C 2.13 5.57 -0.35
C 2.01 5.58 1.04
C 2.14 6.77 1.74
C 2.40 7.95 1.06
C 2.51 7.95 -0.32
C 2.36 6.76 -1.03
C 2.45 6.78 -2.51
O 2.67 7.81 -3.11
H 1.82 2.20 -5.21
H 2.11 4.33 -6.43
H 2.40 6.44 -5.18
H 1.78 2.18 -2.74
H 1.81 4.66 1.58
H 2.05 6.77 2.82
H 2.51 8.88 1.61
H 2.70 8.88 -0.85